21
Properties=species:S:1:pos:R:3 method="wB97M-V/def2-TZVPD" lumo_energy_ev="-0.06 / -1.50" gap_ev="8.5 / 7.1"
C -2.8691 -0.5579 0.9011
C -2.3963 0.5655 1.3422
C -0.0385 -0.7482 -1.0829
C 1.7183 -1.7005 0.7441
C -0.6107 2.5071 1.0811
N 0.4692 0.2280 -0.1973
N -3.4098 -0.5577 -0.4515
O -3.8550 0.4619 -0.9305
O -3.1920 -1.5764 -1.1121
O 1.4113 -0.3194 0.6386
S -2.3864 2.1155 0.7355
H -2.8651 -1.4934 1.2898
H -0.9743 -1.1333 -0.5494
H -0.2422 -0.2595 -2.0703
H 0.5786 -1.7554 -1.2274
H 2.1956 -2.0910 -0.2407
H 0.7535 -2.3377 0.9245
H 2.5142 -1.7637 1.4943
H -0.5604 2.7178 2.1729
H -0.4133 3.2366 0.3349
H -0.0368 1.5748 0.9805



25
Properties=species:S:1:pos:R:3 method="wB97M-V/def2-TZVPD" lumo_energy_ev="-1.85 / -2.34" gap_ev="7.6 / 7.5"
H 0.2137 -0.3418 -1.7127
C -0.2942 0.2091 -0.8519
C -1.7974 -0.2711 -0.9803
O -2.4391 0.6887 -1.7263
C 0.4548 -0.8038 0.3749
C 0.6662 -2.1673 -0.2656
C 1.7272 -0.1095 0.8637
O 2.5030 0.1849 -0.2454
N 3.2149 1.5268 0.0468
O 3.1551 1.9232 1.1946
O 3.7331 1.9763 -0.9446
O -0.4709 -0.8657 1.4128
H -0.0486 -1.3824 2.1307
O 0.0244 1.4192 -0.7837
O -2.6158 1.5414 1.7707
N -2.7700 2.4683 0.9551
O -3.8465 2.8410 0.4361
H -1.6982 -1.2415 -1.5035
H -2.2759 -0.3796 -0.0021
H -3.3645 0.3998 -1.8343
H 1.2100 -2.0722 -1.2079
H 1.2353 -2.8397 0.3888
H -0.3048 -2.6247 -0.4821
H 1.4437 0.7272 1.5071
H 2.3447 -0.8070 1.4594



18
Properties=species:S:1:pos:R:3 method="wB97M-V/def2-TZVPD" lumo_energy_ev=0.80 gap_ev=9.0
C -0.6510 -0.7167 0.0300
C 0.9077 1.2994 0.7361
C -0.4968 1.7715 0.3857
C -0.0701 0.5889 -0.3625
C 0.2223 0.6676 -1.8463
N -0.1680 -2.7466 1.2593
N 0.2170 -1.5074 0.6989
S -2.1820 -1.2292 -0.2526
H 1.7311 1.7672 0.2214
H 1.1172 0.9821 1.7199
H -1.3658 1.5580 1.0522
H -0.7703 2.7636 -0.1316
H 0.6220 1.7364 -1.9291
H -0.7531 0.6211 -2.3964
H 0.9804 -0.1309 -1.9984
H 0.6150 -3.3583 1.0519
H -1.1695 -2.9187 0.8248
H 1.2140 -1.1480 0.9368



18
Properties=species:S:1:pos:R:3 method="wB97M-V/def2-TZVPD" lumo_energy_ev=0.76 gap_ev=8.9
C -0.3850 -0.4523 -0.1921
C -1.0271 -1.2576 -0.9287
C -0.6774 0.7114 0.7552
C -1.2228 0.0757 2.0152
C 1.8349 -0.2656 -1.7192
N 0.4515 1.6209 0.9679
N 1.3910 -0.4101 -0.3987
S 1.8426 0.6959 0.8561
H -0.5344 -2.0547 -1.5010
H -2.0669 -1.1968 -1.0743
H -1.5708 1.1463 0.3053
H -1.2443 0.8294 2.9026
H -0.5808 -0.7234 2.2456
H -2.2704 -0.3268 2.0073
H 1.3959 0.5325 -2.3062
H 2.9195 -0.1425 -1.8472
H 1.4011 -1.2008 -2.3399
H 0.3432 2.4187 0.2520



18
Properties=species:S:1:pos:R:3 method="wB97M-V/def2-TZVPD" lumo_energy_ev=-3.80 total_charge=+1 gap_ev=9.6
C 0.6503 -0.2452 -0.9629
C 1.7079 -0.6569 -0.3137
C 0.4674 -1.0260 1.5815
C -0.4505 0.2983 -0.1991
C -1.7194 0.3252 -1.1039
N 1.6452 -1.0478 1.0073
N -0.5684 -0.4618 1.0071
N -0.1276 1.6863 0.2625
H 0.6170 -0.0102 -1.9805
H 2.6766 -0.7471 -0.7548
H 0.3056 -1.7181 2.4720
H -1.6245 -0.2028 -2.0693
H -1.8985 1.3824 -1.4380
H -2.6915 0.0559 -0.6712
H 2.4814 -1.2352 1.4458
H -1.6055 -0.6253 1.3824
H -0.6967 2.4360 -0.0635
H 0.8312 1.7923 0.3982



18
Properties=species:S:1:pos:R:3 method="wB97M-V/def2-TZVPD" lumo_energy_ev=-4.33 total_charge=+1 gap_ev=9.8
C 2.1170 0.3357 0.4391
C 0.2675 1.4895 -0.4162
C 0.3084 -0.8345 -0.3921
C -0.8421 2.2054 0.5869
C -0.9436 -2.8169 -0.8252
N 1.4747 1.4436 0.4346
N -0.2046 0.2353 -0.7650
N 0.3250 -2.1355 -0.4049
H 2.9658 0.3615 1.1561
H 0.2770 2.1307 -1.2654
H -1.1411 1.4690 1.4364
H -1.7170 2.5736 0.1162
H -0.3283 3.0296 1.0621
H -1.6105 -1.9376 -0.8596
H -1.2316 -3.4768 -0.0629
H -0.8674 -3.2736 -1.7532
H 1.8618 2.4392 0.4905
H 0.7212 -2.5861 0.4035



The records above give, respectively, DFT total energy values of -929.57394; -907.55380; -704.12084; -704.08311; -360.51212; -360.39938 hartree.
The records above give, respectively, ΔE to the lowest compared entry with this formula, charge and spin values of 263.4; 81.7; 64.6; 88.3; 39.5; 110.3 kcal/mol.